A structure of composition C38H37BrNO3PRu at a distorted geometry. Source: the Open Molecules 2025 dataset; level of theory: ωB97M-V/def2-TZVPD.

The expectation value of S² is 0.765. As for the orbital gap (alpha / beta): 6.350 / 6.923 eV. Its spin multiplicity is 2. The highest occupied orbital energy (alpha / beta) is -10.73 / -10.80 eV. As for the total charge: +1.

Geometry (Å):
Ru (0.22966, 0.03811, 0.06821)
C (1.45401, 1.43331, 3.66388)
C (0.30947, 1.39227, 2.68583)
C (-0.79212, 0.58563, 2.88932)
C (-1.89793, 0.60821, 2.01473)
C (-1.90339, 1.45508, 0.93050)
C (-0.77163, 2.24731, 0.66786)
C (0.32038, 2.20267, 1.54116)
H (2.40061, 1.24254, 3.15919)
H (1.32530, 0.69769, 4.45708)
H (1.52152, 2.42292, 4.12165)
H (-0.81502, -0.06284, 3.75731)
H (-2.75738, -0.01654, 2.21936)
H (-2.78046, 1.54769, 0.30608)
H (-0.78275, 2.96890, -0.13470)
H (1.16643, 2.85549, 1.37727)
C (4.10870, 1.26370, -5.62190)
C (3.43990, 2.13380, -4.77182)
C (2.81505, 1.64356, -3.63540)
C (2.84817, 0.27819, -3.34741)
C (3.52879, -0.59347, -4.19497)
C (4.15573, -0.09319, -5.33074)
P (1.86004, -0.31415, -1.93474)
C (2.45397, -2.00227, -1.62253)
C (3.79567, -2.17423, -1.27914)
C (4.30209, -3.44563, -1.05317)
C (3.46799, -4.55190, -1.16067)
C (2.13070, -4.38348, -1.49172)
C (1.62075, -3.11152, -1.72005)
C (0.23299, -0.43269, -2.67407)
C (-0.14189, -0.89486, -3.93105)
C (-1.46853, -0.77002, -4.31583)
C (-2.37627, -0.14442, -3.46508)
C (-1.98381, 0.33221, -2.21609)
C (-0.66962, 0.16391, -1.81609)
H (4.59571, 1.64293, -6.51228)
H (3.40920, 3.19395, -4.99287)
H (2.29875, 2.32253, -2.96467)
H (3.56836, -1.65349, -3.98368)
H (4.68250, -0.77282, -5.98982)
H (4.44617, -1.30926, -1.19514)
H (5.34535, -3.57309, -0.78968)
H (3.86131, -5.54564, -0.98080)
H (1.48602, -5.25079, -1.58516)
H (0.57490, -2.97676, -1.97090)
H (0.59404, -1.33328, -4.59747)
H (-1.79445, -1.13152, -5.28344)
H (-3.40589, -0.01756, -3.77816)
H (-2.70422, 0.85355, -1.59985)
O (-1.12322, -1.94410, 0.05425)
C (-1.99971, -2.73165, 0.38043)
C (-1.89789, -4.19110, 0.05288)
C (-3.03863, -4.49213, -0.95948)
C (-3.47038, -3.29064, -1.83788)
C (-4.52573, -2.35535, -1.20476)
C (-3.98308, -1.48010, -0.07228)
N (-3.22263, -2.32340, 0.87776)
H (-2.00120, -4.80586, 0.94998)
H (-0.91648, -4.37724, -0.37614)
H (-3.91524, -4.86831, -0.42646)
H (-2.70591, -5.30303, -1.60650)
H (-3.89674, -3.68842, -2.75865)
H (-2.59036, -2.70577, -2.13414)
H (-5.34702, -2.96832, -0.81612)
H (-4.95123, -1.70882, -1.97803)
H (-4.78733, -0.96439, 0.45273)
H (-3.29077, -0.74389, -0.46133)
H (-3.78063, -3.10533, 1.19161)
Br (7.13329, -3.36059, 4.29250)
C (5.64946, -2.58892, 3.42035)
C (5.75241, -1.29891, 2.92221)
C (4.66130, -0.74003, 2.27216)
C (3.48759, -1.46901, 2.12449)
C (3.39704, -2.75647, 2.64200)
C (4.48173, -3.32523, 3.29187)
C (2.33568, -0.88949, 1.38781)
O (1.23421, -1.52653, 1.31459)
O (2.42151, 0.24268, 0.83747)
H (6.67312, -0.74292, 3.04173)
H (4.71754, 0.26222, 1.86574)
H (2.47264, -3.30810, 2.51912)
H (4.42641, -4.32908, 3.69305)

A structure of composition C38H37N2PtS4Sb3Se at a distorted geometry. Source: the Open Molecules 2025 dataset; level of theory: ωB97M-V/def2-TZVPD.

As for the orbital gap: 5.175 eV. The highest occupied orbital energy is -7.58 eV.

Geometry (Å):
Pt (-0.31088, 0.29909, -2.20145)
C (2.04704, -1.23785, 0.72256)
C (0.80297, -2.07336, 1.03986)
C (0.01709, -1.53913, 2.23450)
Sb (-0.61701, 0.54419, 2.15376)
C (-2.68220, 0.01807, 2.19335)
C (-3.53378, 0.18768, 3.28077)
C (-4.85864, -0.22561, 3.20826)
C (-5.34754, -0.82069, 2.05500)
C (-4.51289, -0.98386, 0.95718)
C (-3.19914, -0.54830, 1.03333)
C (-0.36588, 0.89879, 4.23723)
C (-0.72844, -0.04070, 5.20161)
C (-0.50438, 0.20896, 6.54734)
C (0.08756, 1.40183, 6.94355)
C (0.45450, 2.34174, 5.99318)
C (0.23043, 2.08944, 4.64497)
Sb (1.84154, 0.43249, -0.62857)
C (3.71725, 0.33007, -1.59574)
C (4.41738, 1.49723, -1.87649)
C (5.66538, 1.42033, -2.47917)
C (6.21795, 0.18786, -2.79688)
C (5.51550, -0.97829, -2.52727)
C (4.26417, -0.90580, -1.93105)
C (2.30836, 2.03041, 0.68791)
C (3.35237, 1.78731, 1.57763)
C (3.73425, 2.76104, 2.48992)
C (3.08371, 3.98654, 2.50393)
C (2.06000, 4.23787, 1.60180)
C (1.66643, 3.26319, 0.69512)
H (2.82966, -1.85538, 0.27971)
H (2.44284, -0.82538, 1.65296)
H (1.13598, -3.08782, 1.28128)
H (0.15365, -2.16802, 0.16314)
H (0.64449, -1.61938, 3.12616)
H (-0.88789, -2.12324, 2.40481)
H (-3.16507, 0.63737, 4.19519)
H (-5.51207, -0.08345, 4.05985)
H (-6.38096, -1.13743, 2.00062)
H (-4.89149, -1.42974, 0.04615)
H (-2.56186, -0.62919, 0.15577)
H (-1.19693, -0.97295, 4.90520)
H (-0.78980, -0.52722, 7.28821)
H (0.26225, 1.59607, 7.99400)
H (0.91715, 3.27159, 6.29853)
H (0.52901, 2.82731, 3.90809)
H (3.98711, 2.46659, -1.65466)
H (6.20168, 2.33275, -2.70563)
H (7.19549, 0.13534, -3.25861)
H (5.93874, -1.94168, -2.78183)
H (3.71863, -1.82448, -1.73993)
H (3.89040, 0.84595, 1.55884)
H (4.54389, 2.56331, 3.18061)
H (3.38331, 4.74955, 3.21110)
H (1.56817, 5.20199, 1.59106)
H (0.87164, 3.46874, -0.00614)
S (2.06700, 4.62683, -2.73278)
Sb (0.42228, 3.41356, -3.62643)
S (1.09378, 1.03087, -3.89958)
S (-0.87290, 2.48245, -1.75472)
S (-0.85104, 4.08034, -5.31039)
Se (-2.12166, 0.33039, -3.91811)
C (-3.87022, 0.77851, -3.25868)
C (-4.23475, 1.90225, -2.53400)
C (-5.57276, 2.07520, -2.20906)
N (-6.54561, 1.23722, -2.55792)
C (-6.18588, 0.17634, -3.27629)
C (-4.87864, -0.10033, -3.64468)
H (-3.50489, 2.63604, -2.22997)
H (-5.87531, 2.94644, -1.63818)
H (-6.98258, -0.50041, -3.56681)
H (-4.65199, -0.98906, -4.21910)
C (0.50448, -6.01149, -3.30684)
C (0.28272, -4.53998, -3.13173)
C (1.16996, -3.59765, -3.63506)
C (0.94889, -2.25176, -3.41403)
N (-0.10213, -1.80009, -2.72320)
C (-0.98142, -2.69768, -2.26195)
C (-0.82468, -4.05374, -2.44173)
H (1.30708, -6.21182, -4.01361)
H (-0.40266, -6.50221, -3.65934)
H (0.77074, -6.46508, -2.35047)
H (2.03850, -3.90050, -4.20458)
H (1.62684, -1.50300, -3.80318)
H (-1.84949, -2.30699, -1.75139)
H (-1.57479, -4.72639, -2.04676)

A structure of composition C38H37N5O2P2TeV at a distorted geometry. Source: the Open Molecules 2025 dataset; level of theory: ωB97M-V/def2-TZVPD.

The expectation value of S² is 0.760. As for the orbital gap (alpha / beta): 7.859 / 7.398 eV. Its spin multiplicity is 2. The highest occupied orbital energy (alpha / beta) is -13.17 / -12.63 eV. As for the total charge: +2.

Geometry (Å):
V (-0.08215, 0.08649, 0.20544)
Te (-0.80463, 5.24927, -1.57600)
C (-0.40045, 6.51188, 0.03040)
C (-1.40594, 6.90916, 0.90276)
C (-1.06208, 7.72253, 1.97778)
N (0.17651, 8.12351, 2.22697)
C (1.12960, 7.75157, 1.37850)
C (0.89655, 6.96198, 0.26182)
C (-0.20547, 2.67618, -0.12827)
P (2.47179, 1.11569, 0.13259)
C (3.65258, 2.46306, 0.28620)
C (3.98170, 2.84525, 1.58807)
C (4.88090, 3.87399, 1.80621)
C (5.48189, 4.50478, 0.72478)
C (5.19133, 4.10166, -0.57090)
C (4.27789, 3.08307, -0.79448)
C (2.14049, 0.76083, -1.61171)
C (2.26635, -0.58224, -1.98652)
C (2.10072, -0.96477, -3.31395)
C (1.80457, -0.00779, -4.26711)
C (1.65315, 1.32822, -3.90468)
C (1.81609, 1.71380, -2.59059)
P (-1.69746, 1.59810, -0.71016)
C (-3.11619, 2.58631, -0.16279)
C (-4.33533, 2.37964, -0.81002)
C (-5.46778, 3.07607, -0.41898)
C (-5.40193, 3.97962, 0.63137)
C (-4.19726, 4.17908, 1.29142)
C (-3.06196, 3.48801, 0.89879)
C (-1.78834, 1.53334, -2.50974)
C (-1.41717, 0.33560, -3.11409)
C (-1.52771, 0.17245, -4.48630)
C (-2.00506, 1.21242, -5.26875)
C (-2.38886, 2.41028, -4.67579)
C (-2.29725, 2.56489, -3.30399)
H (-2.43204, 6.59298, 0.76783)
H (-1.82367, 8.05696, 2.67316)
H (2.12930, 8.10957, 1.59495)
H (1.71185, 6.70943, -0.40324)
H (3.54533, 2.33016, 2.43706)
H (5.13260, 4.16752, 2.81567)
H (6.19706, 5.29881, 0.89123)
H (5.68340, 4.57479, -1.40938)
H (4.07501, 2.76601, -1.80732)
H (2.53651, -1.32598, -1.24514)
H (2.22675, -2.00029, -3.59818)
H (1.69044, -0.29834, -5.30275)
H (1.41085, 2.06594, -4.65727)
H (1.70314, 2.75171, -2.31230)
H (-4.41377, 1.67368, -1.62803)
H (-6.40334, 2.91016, -0.93478)
H (-6.28422, 4.52571, 0.93418)
H (-4.13914, 4.88161, 2.11244)
H (-2.13262, 3.69594, 1.41101)
H (-1.03981, -0.49132, -2.51721)
H (-1.24494, -0.76739, -4.94048)
H (-2.09726, 1.08522, -6.33839)
H (-2.78183, 3.21404, -5.28298)
H (-2.66102, 3.47324, -2.84322)
C (-1.13690, 2.39241, 3.69506)
C (-0.64870, 1.83895, 2.39532)
N (-0.78228, 0.61568, 2.03433)
O (-1.41437, -0.28139, 2.84929)
C (0.12912, 2.66436, 1.41342)
C (0.77429, 3.91874, 1.94059)
N (0.85536, 1.83284, 0.45877)
O (0.26626, 3.72486, -0.83338)
H (-2.14754, 2.05010, 3.93058)
H (-1.17607, 3.47815, 3.66385)
H (-0.47009, 2.11748, 4.51735)
H (-1.59436, 0.14049, 3.70306)
H (1.27520, 3.73297, 2.89069)
H (0.02164, 4.69490, 2.09354)
H (1.50642, 4.30199, 1.23578)
C (-2.42082, -2.53951, 0.02966)
C (-1.01692, -2.86230, 0.39887)
N (-0.02995, -1.98799, 0.52864)
C (1.09716, -2.70940, 0.89444)
C (0.77482, -4.02027, 0.97868)
N (-0.56258, -4.09726, 0.66098)
H (-2.63962, -1.50086, 0.28312)
H (-3.12088, -3.17070, 0.57468)
H (-2.59073, -2.68341, -1.03867)
H (2.03719, -2.22306, 1.09365)
H (1.35436, -4.88552, 1.24178)
H (-1.11746, -4.93745, 0.63324)

In order of appearance, E = -4760.7046 -6413.9620 -3788.6515 hartree.
In order of appearance, energy above the lowest of the compared OMol25 structures with the same formula, charge and spin = 325.7 52.0 24.9 kJ/mol.